{"formula": "C14H19BF6O13P", "method": "wB97M-V/def2-TZVPD", "fmax_ev_per_a": 1.142, "lumo_ev": 2.099, "total_energy_ev": -67717.810, "homo_energy_ev": -5.4, "homo_lumo_gap_ha": 0.275, "e_above_lowest_kcal_mol": 0.0, "total_charge": -1, "elements": ["C", "C", "O", "O", "C", "B", "C", "O", "C", "F", "F", "F", "P", "O", "H", "H", "H", "H", "H", "H", "H", "H", "H", "H", "C", "C", "O", "C", "O", "O", "F", "H", "H", "H", "C", "C", "O", "C", "O", "O", "F", "H", "H", "H", "C", "C", "O", "C", "O", "O", "F", "H", "H", "H"], "coordinates": [[-6.385, -1.754, 1.417], [-5.109, -1.571, 0.606], [-4.041, -1.213, 1.076], [-5.330, -1.819, -0.692], [-4.211, -1.735, -1.640], [-3.428, -3.147, -1.888], [-4.449, -4.396, -1.683], [-3.751, -5.687, -1.459], [-4.080, -6.349, -0.387], [-3.316, -7.434, -0.281], [-3.950, -5.648, 0.769], [-5.376, -6.780, -0.377], [-1.757, -3.228, -0.869], [-0.479, -2.941, -1.630], [-6.976, -0.825, 1.367], [-6.118, -1.954, 2.470], [-6.999, -2.575, 1.016], [-3.549, -0.923, -1.290], [-4.707, -1.392, -2.566], [-3.001, -3.141, -3.028], [-5.042, -4.577, -2.600], [-5.163, -4.266, -0.855], [-1.647, -4.445, -0.147], [-1.882, -2.333, 0.223], [1.542, 0.324, -0.454], [0.695, -0.278, -1.559], [1.181, 0.439, -2.707], [2.431, 0.862, -2.459], [3.190, 1.307, -3.265], [2.737, 0.703, -1.147], [-0.612, -0.004, -1.395], [1.068, 1.217, -0.042], [1.784, -0.379, 0.335], [0.806, -1.351, -1.715], [5.773, 1.268, 0.622], [4.405, 1.769, 1.040], [4.729, 2.689, 2.080], [5.993, 3.129, 1.877], [6.480, 4.055, 2.452], [6.616, 2.377, 0.958], [3.620, 0.799, 1.548], [6.058, 0.404, 1.224], [5.856, 1.048, -0.437], [3.851, 2.286, 0.259], [4.010, 6.342, 1.256], [3.142, 5.988, 2.449], [2.106, 5.226, 1.858], [2.570, 4.679, 0.708], [2.007, 3.851, 0.064], [3.751, 5.250, 0.367], [2.601, 7.083, 3.036], [3.650, 7.269, 0.805], [5.068, 6.393, 1.477], [3.637, 5.387, 3.211]]}